36
Properties=species:S:1:pos:R:3 method="wB97M-V/def2-TZVPD" orbital_gap_ev=10.785 e_homo_ev=-10.897 e_tot_ha=-917.29820 e_lumo_ev=-0.11 e_above_lowest_ev=0.739 smiles=O.O.O.O.O.O.O.O.O.O.O.O
H 3.229 6.841 7.436
O -0.387 7.793 9.898
O -1.251 9.170 6.007
O -1.397 4.045 7.648
O -1.109 6.033 4.483
H 2.110 9.312 7.780
H -0.211 6.768 6.230
H 0.821 5.655 3.996
H -0.030 5.474 7.012
H -0.711 9.556 6.713
H 0.573 7.454 2.139
O 1.812 8.833 4.918
H -0.068 3.341 8.888
H 0.834 8.733 8.379
H 0.479 7.925 3.590
H 1.383 8.746 5.788
O 0.035 7.993 2.729
H -1.721 4.795 8.159
O 1.154 9.294 7.660
O 1.670 5.246 3.785
O 0.162 6.421 7.058
H -3.410 6.783 7.278
H 0.492 2.528 10.060
O 3.209 6.622 8.374
H -2.063 3.903 6.967
H -1.209 6.584 3.687
H -0.550 7.361 10.742
H 2.421 6.075 8.469
O -3.036 6.857 6.396
H -0.227 7.071 9.273
H -1.853 9.872 5.738
H -2.589 7.719 6.386
O 0.646 3.321 9.540
H 2.272 9.675 4.949
H -1.956 6.121 4.948
H 2.147 5.241 4.619